1.
11 unconnected molecules or ions with the total composition C48H123N5O16 in a non-equilibrium geometry, computed with the ωB97M-V functional and the def2-TZVPD basis.

The relative energy (zero: lowest compared OMol25 entry of this formula, charge and spin) is 141.3 kcal/mol. Its SMILES is COCCNCCOC.COCCNCCOC.COCCNCCOC.COCCNCCOC.COCCNCCOC.CC(C)O.CC(C)O.CC(C)O.CC(C)O.CC(C)O.CC(C)O. For the total energy, the calculation gives -3379.84110 a.u. The value obtained for the frontier orbital gap is 0.347 Ha.

Each line ends with the Mulliken charge.
Atoms and positions in Å:
C 0.24 -2.31 -3.48  -0.386
O -0.24 -2.56 -2.18  -0.189
C -0.03 -3.89 -1.75  -0.200
C -0.40 -3.93 -0.28  -1.108
N 0.69 -3.39 0.56  0.618
C 0.30 -3.43 1.97  -0.508
C 1.34 -2.63 2.74  -1.226
O 1.32 -1.26 2.37  0.732
C 2.21 -0.47 3.16  -0.870
H 1.34 -2.29 -3.44  -0.122
H -0.08 -1.30 -3.75  0.229
H -0.13 -3.01 -4.24  0.504
H 1.04 -4.11 -1.82  -0.043
H -0.60 -4.64 -2.31  0.584
H -0.61 -4.95 0.04  0.644
H -1.31 -3.35 -0.10  0.182
H 0.80 -2.39 0.39  -0.503
H 0.42 -4.41 2.44  0.411
H -0.75 -3.14 2.10  0.242
H 2.34 -3.06 2.71  0.332
H 1.09 -2.69 3.81  0.501
H 2.21 0.50 2.68  -0.211
H 3.26 -0.77 3.10  0.440
H 1.85 -0.42 4.19  0.315
C 2.49 7.50 4.25  -0.759
O 1.46 6.63 3.82  -0.385
C 1.97 5.69 2.89  -0.882
C 0.97 4.58 2.69  0.044
N 0.84 3.74 3.88  -0.385
C -0.08 2.63 3.62  0.630
C -0.26 1.77 4.86  -1.009
O -1.19 0.76 4.56  0.160
C -1.46 -0.12 5.62  -0.678
H 3.01 7.91 3.38  0.304
H 3.16 6.98 4.94  0.290
H 2.10 8.36 4.80  0.271
H 2.90 5.24 3.25  0.365
H 2.16 6.15 1.92  0.359
H 1.32 3.97 1.85  -0.064
H 0.01 5.01 2.39  0.396
H 0.48 4.29 4.65  0.328
H 0.33 1.99 2.84  -0.657
H -1.03 3.04 3.26  0.228
H -0.51 2.40 5.73  0.465
H 0.70 1.34 5.14  0.298
H -1.90 0.41 6.47  0.380
H -0.60 -0.71 5.96  0.333
H -2.22 -0.80 5.24  -0.096
C -6.49 1.36 2.59  -0.384
O -7.34 0.61 3.44  -0.388
C -7.47 1.19 4.73  -0.412
C -8.03 0.14 5.69  -0.921
N -7.13 -0.99 5.91  -0.385
C -6.00 -0.65 6.77  -0.448
C -4.99 -1.78 6.85  -0.822
O -4.42 -1.97 5.57  0.003
C -3.76 -3.21 5.45  -0.910
H -5.51 1.48 3.05  0.162
H -7.00 2.31 2.37  0.465
H -6.36 0.83 1.65  0.000
H -8.10 2.07 4.59  0.469
H -6.47 1.49 5.07  0.266
H -8.95 -0.24 5.24  0.347
H -8.31 0.61 6.63  0.419
H -6.70 -1.19 5.00  0.244
H -6.33 -0.51 7.81  0.435
H -5.50 0.28 6.47  0.221
H -5.57 -2.66 7.18  0.406
H -4.21 -1.70 7.62  0.388
H -3.45 -3.31 4.41  0.161
H -4.39 -4.07 5.71  0.376
H -2.86 -3.22 6.08  0.375
C 0.86 -6.48 -5.09  -0.933
O 1.93 -5.57 -5.17  -0.161
C 2.29 -5.15 -6.47  -0.844
C 3.36 -4.09 -6.25  -0.412
N 2.92 -2.98 -5.41  0.394
C 3.99 -2.03 -5.14  -0.439
C 4.30 -1.16 -6.33  -0.442
O 5.17 -0.13 -5.96  -0.385
C 5.51 0.75 -7.02  -0.982
H 0.62 -6.75 -4.06  0.216
H 1.20 -7.42 -5.54  0.365
H -0.06 -6.10 -5.55  0.370
H 1.43 -4.73 -6.99  0.387
H 2.79 -5.92 -7.06  0.424
H 3.62 -3.72 -7.25  0.302
H 4.22 -4.57 -5.77  0.352
H 2.52 -3.37 -4.57  -0.454
H 4.89 -2.48 -4.70  0.717
H 3.68 -1.38 -4.32  -0.673
H 3.39 -0.79 -6.82  0.475
H 4.76 -1.79 -7.11  0.664
H 6.36 1.35 -6.73  0.316
H 4.68 1.44 -7.17  0.472
H 5.67 0.15 -7.92  0.289
C 4.57 -0.05 -2.95  -0.729
O 3.25 -0.41 -2.61  0.383
C 2.78 0.13 -1.39  -1.160
C 1.32 -0.31 -1.28  0.833
N 0.64 0.20 -0.09  1.195
C -0.78 -0.15 -0.14  0.105
C -1.46 0.18 1.19  -0.247
O -2.73 -0.42 1.06  0.109
C -3.45 -0.48 2.27  -0.368
H 4.89 -0.63 -3.81  0.404
H 5.25 -0.20 -2.10  0.046
H 4.59 1.04 -3.14  0.309
H 3.00 1.20 -1.37  0.649
H 3.36 -0.32 -0.56  -0.806
H 1.27 -1.40 -1.37  -0.488
H 0.83 0.11 -2.16  0.426
H 1.01 -0.26 0.75  -1.186
H -0.91 -1.22 -0.33  -0.779
H -1.25 0.39 -0.96  0.702
H -1.51 1.26 1.34  0.095
H -0.84 -0.23 2.00  -0.093
H -3.02 -1.26 2.91  -0.070
H -4.50 -0.75 2.14  0.148
H -3.44 0.48 2.79  0.217
C -0.23 3.77 -1.70  -1.270
C 1.28 3.79 -1.48  2.306
C 1.81 5.20 -1.26  -1.738
O 1.62 3.01 -0.35  0.820
H -0.72 4.16 -0.80  0.260
H -0.62 2.76 -1.88  0.202
H -0.50 4.34 -2.59  0.531
H 1.80 3.36 -2.35  -1.120
H 2.88 5.13 -1.08  0.417
H 1.41 5.60 -0.32  0.182
H 1.63 5.90 -2.07  0.436
H 1.17 2.15 -0.45  -0.706
C -7.02 -2.01 -0.27  -1.150
C -6.04 -1.50 -1.34  0.697
C -4.71 -2.18 -1.15  -0.953
O -6.55 -1.87 -2.63  -0.579
H -8.08 -1.84 -0.51  0.419
H -6.79 -1.57 0.70  0.154
H -6.90 -3.08 -0.14  0.323
H -5.98 -0.40 -1.31  -0.044
H -4.86 -3.26 -1.19  0.461
H -4.36 -1.96 -0.14  0.019
H -3.95 -1.98 -1.91  0.311
H -7.47 -1.59 -2.71  0.324
C -3.66 3.43 0.77  -0.646
C -4.46 3.80 -0.47  0.420
C -5.91 3.31 -0.39  -0.880
O -4.50 5.22 -0.67  -0.582
H -3.55 2.34 0.77  0.080
H -4.13 3.74 1.70  0.520
H -2.66 3.87 0.76  0.055
H -3.92 3.40 -1.33  0.096
H -6.50 3.50 -1.29  0.522
H -6.40 3.69 0.50  0.339
H -5.92 2.21 -0.38  -0.210
H -5.16 5.38 -1.36  0.353
C 5.90 0.60 1.10  -0.999
C 5.54 1.72 2.04  0.536
C 4.33 2.49 1.59  -0.973
O 5.29 1.11 3.33  -0.590
H 5.79 0.98 0.08  0.202
H 5.26 -0.29 1.14  -0.103
H 6.91 0.18 1.11  0.482
H 6.37 2.42 2.16  0.236
H 4.04 3.23 2.35  0.131
H 3.47 1.83 1.47  0.027
H 4.43 3.04 0.66  0.520
H 4.63 1.64 3.79  0.353
C 3.61 -3.37 -1.88  0.774
C 4.12 -4.00 -0.60  -0.478
C 4.46 -2.94 0.43  -0.540
O 3.14 -4.87 -0.08  -0.735
H 3.35 -4.12 -2.64  0.095
H 4.35 -2.75 -2.40  0.537
H 2.75 -2.69 -1.74  -0.990
H 4.98 -4.58 -0.95  0.534
H 3.59 -2.31 0.66  -0.585
H 5.19 -2.20 0.08  0.487
H 4.91 -3.38 1.32  0.500
H 2.33 -4.36 0.09  0.320
C 3.41 1.29 -6.21  -1.402
C 2.52 1.04 -4.99  1.011
C 2.01 2.32 -4.36  -1.408
O 1.34 0.35 -5.47  -0.646
H 4.29 1.84 -5.88  0.417
H 2.88 1.79 -7.01  0.223
H 3.77 0.32 -6.56  0.047
H 3.04 0.43 -4.24  0.466
H 1.42 2.91 -5.06  0.410
H 2.87 2.97 -4.15  0.299
H 1.46 2.17 -3.44  -0.064
H 1.64 -0.41 -5.98  0.450



2.
A single C2H2O2 molecule in a non-equilibrium geometry, computed with the ωB97M-V functional and the def2-TZVPD basis.

The relative energy (zero: lowest compared OMol25 entry of this formula, charge and spin) is 34.4 kcal/mol. For the total energy, the calculation gives -227.79291 a.u. The value obtained for the frontier orbital gap (alpha / beta) is 0.323 / 0.322 Ha.

Each line ends with the natural charge from an NBO analysis.
Atoms and positions in Å:
C -1.61 -0.27 0.69  0.669
C -0.08 -0.47 0.03  -0.019
O -2.31 -0.85 1.37  -0.380
O 0.11 -1.71 0.06  -0.604
H -0.15 0.05 -0.94  0.165
H 0.43 0.17 0.79  0.169



3.
A molecular structure, C22H42LaNP3Se in a non-equilibrium geometry, computed with the ωB97M-V functional and the def2-TZVPD basis.

Its charge is +3. For the total energy, the calculation gives -4374.32580 a.u. The value obtained for the frontier orbital gap is 0.134 Ha.

Each line ends with the Mulliken charge.
Atoms and positions in Å:
La 1.13 0.34 0.63  1.181
P -0.42 -2.11 1.68  0.411
P 1.54 -1.76 -1.45  0.554
P -1.55 1.38 1.62  0.613
H 0.42 1.53 -1.82  -0.164
C 1.02 2.02 -1.03  0.007
C 2.37 1.74 -0.84  -0.344
H 2.96 1.11 -1.53  0.128
C -1.89 -2.87 0.90  -1.137
C 0.71 -3.55 1.81  -1.252
C -0.99 -1.97 3.42  -1.215
C 2.05 -1.07 -3.07  -1.214
C 3.01 -2.81 -1.07  -1.294
C 0.36 -3.04 -2.02  -1.068
C -1.99 3.04 0.99  -1.260
C -1.33 1.77 3.42  -1.283
C -3.22 0.63 1.66  -1.073
H 0.54 2.88 -0.55  0.529
H 2.99 2.35 -0.16  0.408
H -2.12 -3.82 1.41  0.430
H -1.71 -3.06 -0.16  0.223
H -2.75 -2.20 0.99  0.319
H 0.29 -4.24 2.55  0.546
H 1.71 -3.23 2.16  0.368
H 0.83 -4.07 0.85  0.334
H -0.98 -2.97 3.86  0.530
H -2.00 -1.55 3.47  0.394
H -0.31 -1.32 3.99  0.316
H 2.34 -1.89 -3.73  0.483
H 2.89 -0.37 -2.94  0.438
H 1.21 -0.52 -3.51  0.358
H 3.26 -3.42 -1.94  0.432
H 2.80 -3.46 -0.21  0.325
H 3.86 -2.16 -0.81  0.405
H 0.75 -3.51 -2.93  0.521
H -0.61 -2.57 -2.23  0.068
H 0.22 -3.81 -1.25  0.383
H -2.96 3.34 1.43  0.494
H -2.08 3.01 -0.10  0.355
H -1.22 3.76 1.27  0.407
H -2.15 2.42 3.75  0.415
H -0.37 2.28 3.56  0.385
H -1.33 0.85 4.02  0.304
H -3.95 1.40 1.93  0.501
H -3.28 -0.20 2.38  0.328
H -3.45 0.23 0.66  0.065
C -2.90 1.01 -3.82  0.431
C -1.74 1.61 -4.37  -0.189
C -1.87 2.60 -5.35  -0.631
C -3.14 2.97 -5.82  -0.486
C -4.29 2.40 -5.25  -0.553
C -4.17 1.42 -4.26  -0.342
Se -2.66 -0.40 -2.54  -0.005
H -3.88 -0.04 -1.80  0.071
H -0.75 1.29 -4.05  0.218
H -0.98 3.08 -5.74  0.378
H -3.22 3.71 -6.62  0.396
H -5.27 2.72 -5.60  0.381
H -5.06 0.97 -3.81  0.412
C 4.92 0.69 4.13  -0.206
C 3.97 -0.33 4.19  -0.937
C 2.85 -0.26 3.36  0.071
N 2.65 0.78 2.51  -0.008
C 3.56 1.80 2.48  0.009
C 4.71 1.77 3.27  -0.957
H 5.81 0.65 4.77  0.439
H 4.08 -1.17 4.87  0.454
H 2.06 -1.03 3.38  0.395
H 3.33 2.64 1.81  0.559
H 5.42 2.59 3.20  0.443



4.
A single C21H27N3O4S molecule in a non-equilibrium geometry, computed with the ωB97M-V functional and the def2-TZVPD basis.

The relative energy (zero: lowest compared OMol25 entry of this formula, charge and spin) is 69.5 kcal/mol. Its SMILES is COc1ccccc1N1CCN(C(=O)[C@H](C)N(c2ccccc2)S(C)(=O)=O)CC1. For the total energy, the calculation gives -1679.82075 a.u. The value obtained for the frontier orbital gap is 0.300 Ha.

Each line ends with the natural charge from an NBO analysis.
Atoms and positions in Å:
C -5.19 -3.00 -0.64  -0.248
O -4.51 -1.79 -0.44  -0.508
C -5.25 -0.65 -0.19  0.243
C -6.64 -0.63 -0.21  -0.277
C -7.34 0.53 0.10  -0.232
C -6.65 1.67 0.45  -0.220
C -5.26 1.66 0.45  -0.276
C -4.53 0.52 0.12  0.212
N -3.15 0.51 0.17  -0.459
C -2.36 -0.20 -0.82  -0.219
C -1.25 0.71 -1.35  -0.228
N -0.34 1.05 -0.27  -0.439
C 0.98 0.87 -0.46  0.713
O 1.44 0.62 -1.57  -0.684
C 1.91 1.04 0.75  -0.128
N 2.97 0.05 0.69  -0.710
C 4.25 0.28 0.15  0.200
C 4.46 0.97 -1.04  -0.256
C 5.75 1.16 -1.50  -0.210
C 6.83 0.63 -0.81  -0.217
C 6.62 -0.09 0.35  -0.197
C 5.34 -0.26 0.84  -0.242
H 5.15 -0.83 1.73  0.242
H 7.45 -0.51 0.89  0.215
H 7.84 0.78 -1.18  0.214
H 5.91 1.70 -2.42  0.215
H 3.62 1.33 -1.60  0.246
S 2.43 -1.53 0.58  2.319
O 3.22 -2.35 1.44  -0.941
O 1.01 -1.49 0.82  -0.964
C 2.74 -2.06 -1.12  -0.879
H 2.33 -1.31 -1.78  0.276
H 3.81 -2.16 -1.24  0.246
H 2.24 -3.01 -1.25  0.250
C 2.43 2.46 0.86  -0.610
H 1.61 3.13 1.12  0.220
H 3.19 2.51 1.64  0.228
H 2.87 2.80 -0.07  0.225
H 1.36 0.78 1.66  0.232
C -0.98 1.20 1.02  -0.228
H -0.90 0.26 1.58  0.218
C -2.44 1.57 0.84  -0.206
H -2.50 2.53 0.29  0.172
H -2.90 1.72 1.82  0.217
H -0.49 1.99 1.59  0.207
H -0.67 0.20 -2.12  0.248
H -1.67 1.62 -1.78  0.192
H -2.99 -0.50 -1.65  0.223
H -1.90 -1.09 -0.38  0.205
H -4.74 2.57 0.70  0.210
H -7.17 2.57 0.70  0.211
H -8.42 0.52 0.09  0.212
H -7.19 -1.52 -0.45  0.216
H -5.82 -3.26 0.21  0.178
H -5.80 -2.98 -1.55  0.174
H -4.41 -3.75 -0.75  0.201



5.
A gas-phase ion, C6H10N (charge +1) in a non-equilibrium geometry, computed with the ωB97M-V functional and the def2-TZVPD basis.

The relative energy (zero: lowest compared OMol25 entry of this formula, charge and spin) is 120.4 kcal/mol. Its SMILES is C#C[N@@H+](C)/C=C/C. Its charge is +1. For the total energy, the calculation gives -288.89102 a.u. The value obtained for the frontier orbital gap is 0.349 Ha.

Each line ends with the natural charge from an NBO analysis.
Atoms and positions in Å:
C 0.27 -2.11 0.35  -0.143
C 1.34 -1.53 0.46  0.080
C -0.89 -0.23 -0.17  -0.133
C -0.05 0.40 0.62  -0.048
C -2.36 0.07 -0.21  -0.648
C 2.27 0.64 -0.71  -0.396
N 1.47 -0.10 0.41  -0.427
H -0.32 -3.02 0.61  0.295
H -0.66 -1.14 -0.65  0.236
H -0.24 1.25 1.31  0.267
H -2.88 0.64 0.66  0.248
H -2.79 -0.89 -0.30  0.230
H -2.64 0.65 -1.05  0.254
H 3.34 0.42 -0.75  0.256
H 2.01 0.28 -1.65  0.234
H 1.98 1.66 -0.71  0.239
H 1.91 0.23 1.31  0.456